# 1
The following is a DFT calculation (ωB97M-V with the def2-TZVPD basis set) of 2 unconnected molecules or ions with the total composition C4H7IN2 at a distorted geometry.

Last column: natural (NBO) charge in e.
Positions of all 14 atoms, in Å:
I -2.223 -0.323 -2.279  0.2006
N 1.274 -1.275 -3.014  0.0270
N 2.164 -1.649 -2.332  -0.3473
C -0.356 1.522 1.734  -0.6149
C -0.096 -0.349 0.019  -0.3838
C -0.518 -0.468 -1.195  -0.1169
C -0.848 0.116 1.293  -0.4205
H 3.029 -2.088 -2.682  0.3437
H -0.339 2.173 0.796  0.2096
H 0.728 1.733 1.898  0.2184
H -2.050 0.034 1.145  0.2183
H -0.729 -0.599 2.134  0.2154
H 0.921 -0.711 0.005  0.2409
H -0.957 1.882 2.476  0.2095

## Properties
E: -15336.7578 eV
Net charge: 0
Energy above the lowest of the compared OMol25 structures with the same formula, charge and spin: 5.367 eV
HOMO-LUMO gap (spin up / spin down): 8.34 / 8.32 eV
Largest force on an atom: 4.68 eV/Å
Molar mass: 210.02 g/mol


# 2
The following is a DFT calculation (ωB97M-V with the def2-TZVPD basis set) of a single C4H7IN3P molecule at a distorted geometry.

Last column: natural (NBO) charge in e.
Positions of all 16 atoms, in Å:
I -3.088 -1.417 -2.758  -0.2118
P -2.391 -1.935 -0.418  0.6443
N 0.219 2.051 0.738  -0.2983
N -0.837 -1.190 -0.369  -0.9290
N 0.423 0.873 0.126  -0.1790
C -1.047 2.077 1.145  -0.0452
C 1.681 0.490 -0.380  -0.4259
C -0.684 0.139 0.234  0.3349
C -1.720 0.896 0.835  -0.4082
H -2.049 -3.313 -0.883  -0.0156
H 1.993 -0.478 -0.187  0.2110
H 2.196 1.331 -0.068  0.2491
H -0.134 -1.356 -1.051  0.3980
H -1.269 3.037 1.651  0.2231
H 1.828 0.497 -1.467  0.1981
H -2.847 0.726 1.021  0.2544

## Properties
E: -26120.2295 eV
Net charge: 0
Energy above the lowest of the compared OMol25 structures with the same formula, charge and spin: 0.000 eV
HOMO-LUMO gap: 8.48 eV
Largest force on an atom: 4.01 eV/Å
Molar mass: 255.00 g/mol
SMILES: Cn1nccc1NPI